# 1
The following is a quantum chemistry calculation of C40H110F2Li2N11O14S2 as an isolated structure, from the Open Molecules 2025 dataset.

The geometry in XYZ format:
```
181
Properties=species:S:1:pos:R:3:forces:R:3
Li -0.039 -3.032 -0.792 -1.1 -0.3 0.1
Li 2.356 -2.313 0.356 0.7 0.9 0.3
N 0.694 -1.369 -0.139 0.4 2.9 -2.0
S 0.806 -0.256 -1.451 1.0 -2.2 -3.2
O 1.525 0.944 -1.274 0.2 -0.1 1.0
O -0.334 -0.279 -2.289 -0.7 0.0 0.5
F 1.778 -1.192 -2.316 0.4 -0.2 0.6
S -0.011 -0.297 0.838 -1.8 -1.3 4.6
O -1.250 0.218 0.390 0.2 0.4 -1.2
O 0.883 0.505 1.571 0.9 0.5 -0.3
F -0.479 -1.364 1.920 0.1 -0.1 -0.4
C 4.179 -2.103 -7.682 -0.2 0.8 0.2
C 4.168 -2.211 -6.163 0.5 -0.6 0.1
C 2.768 -2.458 -5.626 -0.5 0.4 -0.9
O 1.974 -1.293 -5.794 0.5 -0.1 0.6
C 0.626 -1.521 -5.481 -0.2 0.4 -0.8
N 5.070 -3.307 -5.766 -0.2 0.0 0.1
H 3.932 -3.047 -8.168 0.0 0.0 0.0
H 5.149 -1.743 -8.020 0.1 -0.3 0.0
H 3.455 -1.338 -7.977 -0.1 -0.2 -0.1
H 4.593 -1.296 -5.741 -0.2 0.1 0.1
H 2.766 -2.773 -4.573 0.1 0.0 0.0
H 2.320 -3.242 -6.262 0.1 -0.2 0.4
H 0.454 -1.869 -4.458 0.1 -0.1 0.0
H 0.197 -2.216 -6.215 -0.1 -0.2 0.3
H 0.131 -0.560 -5.621 -0.1 -0.1 0.2
H 5.053 -3.422 -4.756 0.1 0.0 0.0
H 4.726 -4.185 -6.147 0.1 0.1 -0.1
C -3.079 -1.611 -4.184 0.3 -0.5 -0.5
C -3.965 -0.585 -3.540 -0.1 0.7 1.1
C -5.446 -0.921 -3.643 0.4 -0.6 -0.3
O -5.941 -0.950 -4.969 0.5 -0.1 -0.3
C -5.679 0.161 -5.799 -0.8 0.6 0.2
N -3.559 -0.404 -2.094 -0.5 0.4 -1.1
H -3.269 -1.620 -5.260 0.1 -0.2 0.0
H -3.266 -2.620 -3.800 -0.4 0.1 0.0
H -2.007 -1.468 -4.023 -0.1 0.4 0.0
H -3.871 0.413 -3.979 0.0 -0.7 -0.3
H -6.007 -0.220 -3.013 -0.2 -0.2 0.0
H -5.555 -1.968 -3.351 -0.4 0.2 0.6
H -5.946 -0.113 -6.816 0.1 -0.2 0.0
H -4.654 0.534 -5.782 0.1 -0.2 0.0
H -6.337 0.996 -5.514 0.1 0.0 0.0
H -4.091 0.423 -1.815 0.0 -0.3 0.5
H -2.605 -0.044 -2.150 0.0 -0.1 0.2
C 4.401 3.010 2.770 -0.4 -1.4 -0.4
C 5.591 3.615 2.040 -0.1 1.2 1.0
C 5.321 3.986 0.602 0.4 0.0 -1.1
O 4.989 2.882 -0.226 -0.4 -0.5 0.6
C 4.520 3.298 -1.485 0.1 0.0 -0.2
N 5.984 4.903 2.653 -0.1 0.0 -0.2
H 4.688 2.520 3.702 0.1 0.2 0.1
H 3.943 2.217 2.161 0.2 0.0 0.0
H 3.552 3.664 2.972 0.4 0.5 0.0
H 6.464 2.971 2.149 -0.1 -0.3 -0.4
H 6.213 4.460 0.170 0.1 0.0 0.3
H 4.535 4.746 0.514 -0.2 -0.1 0.4
H 5.327 3.785 -2.046 -0.1 0.0 -0.1
H 3.662 3.975 -1.414 0.1 0.1 0.1
H 4.184 2.415 -2.022 0.1 -0.1 -0.1
H 6.711 4.844 3.347 -0.1 -0.2 0.1
H 5.175 5.365 3.044 0.1 0.1 0.1
C 5.024 -1.462 -1.778 0.3 0.5 0.5
C 5.169 -1.395 -0.264 -0.2 -1.1 0.2
C 6.419 -0.730 0.241 0.5 0.8 0.0
O 6.493 -0.983 1.623 -0.4 -0.2 0.1
C 7.656 -0.468 2.205 0.8 0.1 0.2
N 3.928 -0.902 0.413 0.4 -0.2 0.3
H 5.007 -0.457 -2.203 -0.2 -0.1 -0.2
H 4.107 -1.998 -2.018 0.0 0.1 -0.3
H 5.880 -1.989 -2.197 0.0 0.0 -0.1
H 5.269 -2.434 0.089 0.0 0.1 -0.1
H 6.418 0.358 0.077 -0.3 0.1 -0.1
H 7.326 -1.079 -0.276 -0.2 -0.3 0.0
H 7.828 0.586 1.955 -0.2 0.0 -0.1
H 8.538 -1.039 1.887 0.0 0.1 -0.1
H 7.601 -0.553 3.289 -0.3 -0.1 0.0
H 4.073 -1.132 1.402 0.2 0.3 0.0
H 3.959 0.128 0.432 -0.4 -0.3 -0.3
C 1.524 3.725 1.110 0.1 0.5 0.6
C 0.198 3.711 0.384 0.2 -0.9 -1.4
C -0.757 4.811 0.759 -0.3 0.7 -0.9
O -1.298 4.731 2.053 0.4 -0.1 0.6
C -2.227 3.675 2.200 -0.2 0.4 -0.2
N 0.537 3.801 -1.063 0.2 -0.1 0.0
H 2.091 2.812 0.947 -0.1 -0.2 0.1
H 1.402 3.905 2.183 -0.1 -0.3 0.0
H 2.165 4.539 0.756 -0.3 0.1 -0.2
H -0.269 2.719 0.469 -0.1 0.2 0.8
H -1.565 4.880 0.010 0.0 -0.4 0.1
H -0.244 5.768 0.622 0.1 0.0 0.5
H -1.820 2.740 1.811 -0.2 -0.1 0.0
H -3.160 3.949 1.692 0.0 -0.3 -0.1
H -2.470 3.542 3.255 0.2 0.2 -0.2
H 1.092 2.960 -1.200 0.2 0.4 -0.3
H -0.253 3.654 -1.695 -0.2 0.2 0.4
C -6.350 3.117 2.304 -0.7 0.7 0.2
C -5.960 2.223 3.467 0.4 0.0 -0.1
C -4.833 1.271 3.077 0.4 0.2 0.8
O -5.005 0.734 1.799 0.0 -0.1 -0.3
C -3.999 -0.206 1.519 0.0 -0.1 0.2
N -5.516 3.056 4.605 0.2 -0.1 -0.3
H -5.514 3.740 1.974 0.1 -0.3 -0.1
H -7.103 3.833 2.658 0.0 -0.1 0.1
H -6.810 2.617 1.455 0.3 -0.3 0.0
H -6.805 1.608 3.787 -0.2 0.1 -0.1
H -4.753 0.477 3.842 -0.1 -0.1 -0.1
H -3.870 1.806 3.162 -0.1 0.0 -0.3
H -4.055 -0.476 0.465 0.0 0.0 0.0
H -4.144 -1.102 2.141 0.1 -0.1 0.0
H -2.999 0.198 1.720 -0.2 0.0 0.0
H -5.350 3.995 4.252 -0.2 0.0 0.1
H -4.586 2.751 4.909 -0.4 0.0 0.2
C -2.079 1.601 -4.720 0.1 -0.7 1.0
C -0.715 2.186 -4.416 0.0 0.6 -0.8
C 0.073 2.374 -5.726 -0.7 0.0 0.0
O 1.275 3.067 -5.523 -0.1 0.2 -0.1
C 2.255 2.311 -4.864 0.6 -0.3 -0.1
N -0.933 3.507 -3.759 0.4 -0.8 -0.5
H -2.646 2.205 -5.427 0.0 0.0 -0.1
H -2.650 1.531 -3.786 0.3 0.7 -0.1
H -2.051 0.547 -5.017 0.3 0.4 -0.5
H -0.130 1.511 -3.788 -0.3 0.2 0.3
H -0.555 2.983 -6.385 0.2 0.2 0.0
H 0.222 1.426 -6.264 0.2 0.0 0.2
H 3.122 2.958 -4.740 0.0 0.0 0.0
H 2.556 1.443 -5.465 -0.1 0.0 0.0
H 1.952 1.945 -3.877 -0.1 0.1 0.0
H -1.616 3.974 -4.352 0.0 0.2 0.2
H -0.063 4.026 -3.891 -0.2 0.1 0.2
C -3.976 -3.570 0.211 0.1 -0.9 0.1
C -2.439 -3.496 0.200 -1.4 1.5 -0.4
C -1.830 -4.860 0.271 0.0 -0.2 0.5
O -0.395 -4.731 0.336 0.2 0.4 -0.6
C 0.268 -5.968 0.559 -0.3 -1.0 -0.7
N -2.018 -2.733 -1.037 0.8 -1.6 0.8
H -4.304 -4.165 -0.649 -0.1 0.2 0.0
H -4.441 -2.589 0.173 0.2 0.0 -0.2
H -4.357 -4.070 1.107 0.1 0.0 0.0
H -2.170 -2.900 1.076 0.3 -0.2 0.0
H -2.153 -5.482 -0.577 0.3 0.1 -0.1
H -2.179 -5.361 1.179 0.0 0.1 0.0
H 0.250 -6.291 1.600 0.1 0.4 0.1
H 1.279 -5.955 0.154 0.1 0.4 0.3
H -0.220 -6.765 -0.019 -0.1 0.2 0.1
H -2.729 -2.020 -1.244 0.3 0.1 -0.2
H -2.016 -3.428 -1.788 -0.6 0.4 -0.2
C -2.490 0.234 6.496 0.4 -0.1 -0.3
C -1.765 1.392 5.824 -0.3 0.5 0.3
C -1.221 0.986 4.465 0.9 -0.4 0.0
O -0.015 0.231 4.568 -0.4 -0.5 0.1
C 1.127 1.000 4.831 0.1 0.2 0.0
N -2.681 2.552 5.654 0.8 -0.1 0.3
H -3.289 -0.115 5.839 -0.2 0.1 0.2
H -2.863 0.516 7.479 -0.2 0.0 0.0
H -1.791 -0.597 6.622 0.0 0.0 0.1
H -0.947 1.697 6.488 0.2 -0.2 -0.2
H -0.996 1.849 3.822 -0.3 0.0 0.1
H -1.913 0.292 3.984 -0.2 0.3 -0.2
H 1.986 0.335 4.760 0.0 0.0 0.0
H 1.104 1.436 5.834 0.1 0.1 0.0
H 1.239 1.799 4.089 0.0 0.0 0.0
H -2.732 2.998 6.569 -0.4 0.0 -0.1
H -2.190 3.248 5.091 -0.1 -0.1 0.1
C 0.639 -5.268 5.263 -0.1 -0.7 -0.4
C -0.308 -4.616 4.252 0.7 0.8 1.0
C -1.585 -4.247 4.985 -0.6 -0.7 -0.2
O -2.531 -3.730 4.073 0.0 0.2 -0.1
C -3.770 -3.404 4.699 0.7 0.0 -0.2
N 0.356 -3.419 3.684 -0.5 0.0 -0.1
H 0.197 -6.181 5.673 -0.1 0.1 0.0
H 0.878 -4.627 6.111 0.0 0.2 -0.2
H 1.552 -5.587 4.759 0.1 0.2 0.1
H -0.515 -5.325 3.448 -0.2 0.1 0.0
H -1.400 -3.528 5.798 0.2 0.0 -0.1
H -1.992 -5.159 5.456 0.0 0.1 0.0
H -4.251 -4.320 5.050 -0.2 0.1 0.1
H -4.362 -2.891 3.945 -0.2 -0.1 0.0
H -3.595 -2.714 5.532 -0.1 -0.1 0.1
H -0.289 -2.999 3.022 0.0 -0.3 -0.1
H 0.355 -2.706 4.417 0.4 -0.1 0.0
```
Forces are in eV/Å.

Output
- ΔE to the lowest compared entry with this formula, charge and spin (eV) = 0.000
- frontier orbital gap (eV) = 6.47
- charge = +1

Mulliken population analysis, charges in e, atoms 1 to 6: 0.824, 0.612, -0.073, 0.331, -0.188, -0.188

=====

# 2
The following is a quantum chemistry calculation of a 10-piece molecular cluster, C40H110N10O10 overall, from the Open Molecules 2025 dataset.

The geometry in XYZ format:
```
170
Properties=species:S:1:pos:R:3:forces:R:3
C 1.217 2.468 6.284 0.9 1.4 0.8
C 2.274 1.563 5.766 -0.7 -2.1 -0.3
C 3.233 0.979 6.813 0.5 1.8 -1.6
O 4.088 0.118 6.029 0.2 0.1 1.6
C 4.988 -0.503 6.911 0.5 -1.9 0.5
N 1.526 0.378 5.309 0.7 -1.1 -0.3
H 0.479 2.758 5.537 0.0 -0.2 0.1
H 1.711 3.355 6.682 -0.3 0.4 0.0
H 0.756 1.980 7.143 -0.3 0.0 -0.2
H 2.869 1.825 4.891 0.2 1.2 0.3
H 2.716 0.553 7.673 0.0 -0.7 -0.2
H 3.888 1.770 7.176 0.0 0.2 0.3
H 4.419 -0.990 7.703 0.0 0.1 0.3
H 5.821 0.027 7.372 -0.4 1.2 -0.1
H 5.537 -1.326 6.455 -0.4 -0.1 -0.8
H 1.174 0.514 4.372 -0.4 0.7 -0.1
H 2.274 -0.267 5.098 -0.1 -0.8 0.1
C -1.820 7.723 0.504 0.4 0.5 -0.4
C -1.930 6.340 0.999 -1.0 -1.6 1.0
C -0.885 5.819 1.966 0.6 0.8 -0.6
O 0.246 5.592 1.103 1.9 -0.1 2.1
C 1.424 5.217 1.944 -1.5 -0.5 -0.4
N -3.284 6.163 1.519 -0.3 -0.3 0.1
H -0.758 7.855 0.300 -0.2 0.7 -0.5
H -2.234 8.488 1.160 0.3 -0.2 0.5
H -2.476 7.754 -0.366 0.5 0.4 -0.5
H -1.811 5.652 0.162 0.3 0.1 -0.5
H -1.208 4.924 2.497 0.0 -0.3 -0.3
H -0.627 6.522 2.758 0.1 0.4 0.0
H 1.746 5.875 2.751 -0.5 1.0 -0.3
H 2.317 5.015 1.352 -0.5 -0.2 -0.4
H 1.068 4.350 2.502 0.4 -0.6 -0.2
H -3.453 5.183 1.693 0.2 -0.2 0.8
H -3.861 6.265 0.695 -0.6 0.7 -0.1
C -2.248 2.789 1.087 0.9 0.1 -0.5
C -3.653 2.434 0.646 0.1 -0.6 -0.3
C -4.210 1.269 1.479 -0.3 -1.0 -0.2
O -3.695 0.017 1.039 1.2 -0.2 -0.2
C -4.146 -1.070 1.816 0.1 0.1 0.4
N -4.599 3.499 0.808 -1.9 1.1 0.3
H -1.549 1.967 0.932 -0.4 -0.5 0.5
H -2.171 3.150 2.113 -0.3 -0.3 0.1
H -1.718 3.508 0.463 -0.6 0.5 -0.1
H -3.656 2.092 -0.389 0.4 -0.2 -0.2
H -5.282 1.116 1.355 -0.4 0.9 0.0
H -4.011 1.424 2.540 0.1 0.1 0.2
H -3.698 -2.023 1.531 0.0 0.3 -0.7
H -5.232 -1.144 1.769 -0.2 -0.1 0.0
H -3.840 -0.980 2.858 -0.1 0.4 0.3
H -4.512 4.427 0.418 1.5 -0.1 -0.1
H -5.476 3.299 0.349 -0.4 -1.0 0.3
C -1.982 -2.046 5.341 0.3 0.2 0.8
C -2.050 -0.698 6.072 -2.5 0.2 -1.4
C -1.570 -0.682 7.505 1.7 -0.6 0.5
O -2.038 -1.714 8.375 -0.7 0.0 -1.2
C -3.427 -1.836 8.378 -1.6 -0.5 1.4
N -1.374 0.280 5.196 0.2 0.3 1.6
H -0.933 -2.304 5.486 0.0 -0.8 -0.5
H -2.220 -1.874 4.291 0.3 0.0 0.0
H -2.669 -2.825 5.671 0.2 0.0 0.4
H -3.099 -0.401 6.090 -0.4 0.1 0.1
H -1.663 0.249 8.064 -0.4 0.5 -0.6
H -0.503 -0.901 7.469 0.4 0.2 0.0
H -3.995 -2.182 7.515 0.8 -0.2 -0.8
H -4.001 -0.961 8.681 0.5 0.8 0.1
H -3.698 -2.554 9.152 0.3 -0.2 0.1
H -1.433 -0.001 4.227 -0.2 -0.2 0.0
H -0.411 0.150 5.469 0.5 0.4 -0.4
C -1.920 -4.603 -3.941 -1.3 -0.1 0.6
C -2.758 -5.209 -5.088 0.8 1.2 -0.6
C -3.048 -6.740 -5.077 -0.7 0.8 -2.2
O -1.966 -7.591 -5.509 -0.6 2.6 1.4
C -2.251 -8.916 -5.311 0.6 -1.3 -0.3
N -4.022 -4.462 -5.267 -1.2 -0.9 0.8
H -2.133 -5.107 -2.998 0.5 -0.4 0.1
H -2.321 -3.611 -3.731 0.2 0.3 -0.3
H -0.859 -4.513 -4.174 -0.1 -0.3 0.2
H -2.149 -4.920 -5.945 0.3 -1.0 -0.6
H -3.772 -6.854 -5.883 -0.4 0.1 -0.4
H -3.684 -7.067 -4.255 0.9 -0.2 0.9
H -2.498 -9.188 -4.284 0.2 0.1 0.3
H -1.320 -9.384 -5.629 -0.2 -0.6 0.2
H -3.066 -9.303 -5.922 -0.3 0.1 -0.4
H -4.079 -3.476 -5.479 1.0 0.0 0.2
H -4.700 -4.896 -5.877 0.3 -0.4 0.0
C 3.629 -0.775 -3.942 -1.7 -1.8 -0.1
C 4.830 -0.680 -3.127 1.6 1.6 -1.3
C 5.493 -2.016 -2.789 0.1 0.6 2.0
O 5.582 -3.028 -3.728 0.1 0.7 -1.3
C 4.708 -4.099 -3.604 0.1 -1.3 0.0
N 5.753 0.130 -3.961 1.3 -0.1 0.2
H 3.279 0.170 -4.357 -0.1 -0.1 0.3
H 2.889 -1.269 -3.313 -0.8 0.1 -0.4
H 3.914 -1.461 -4.740 -0.5 0.0 -0.4
H 4.627 -0.107 -2.222 0.2 -0.3 0.4
H 5.008 -2.360 -1.876 -0.3 -0.4 0.1
H 6.508 -1.796 -2.456 0.2 0.2 -0.2
H 3.645 -3.868 -3.539 0.0 0.4 0.0
H 5.002 -4.723 -2.761 -0.2 0.1 0.5
H 4.875 -4.767 -4.449 -0.1 0.3 -0.3
H 6.185 -0.498 -4.624 0.4 -0.3 0.0
H 5.273 0.758 -4.589 -0.4 0.3 0.3
C 3.075 -2.637 4.054 0.8 -1.5 -0.5
C 4.204 -2.040 3.241 -0.8 -0.5 -1.9
C 4.183 -2.614 1.722 1.7 -0.8 1.7
O 4.645 -4.021 1.647 -1.4 0.9 0.1
C 4.248 -4.685 0.418 0.2 1.1 1.1
N 4.006 -0.578 3.149 0.5 -1.1 -0.2
H 3.385 -3.678 4.152 -0.2 -0.3 0.5
H 2.137 -2.716 3.504 -0.1 0.6 0.3
H 3.005 -2.209 5.054 -0.2 0.1 -0.1
H 5.145 -2.224 3.759 0.2 -0.5 -0.3
H 4.906 -2.128 1.067 -0.1 0.8 0.2
H 3.179 -2.375 1.371 -0.2 -0.7 -0.3
H 5.038 -4.623 -0.331 0.1 0.0 0.0
H 3.379 -4.135 0.057 -0.3 -0.5 -0.3
H 4.044 -5.729 0.656 -0.1 0.1 -0.1
H 4.791 -0.329 2.565 0.2 0.9 -0.1
H 4.268 -0.355 4.099 -0.1 1.1 0.1
C -1.390 6.232 -3.081 0.3 0.0 0.1
C -2.118 4.929 -3.253 -1.4 -0.3 0.6
C -1.534 3.741 -2.460 1.1 0.4 -1.2
O -0.255 3.436 -3.050 0.2 0.0 0.1
C 0.576 2.438 -2.465 -0.4 -0.2 0.2
N -3.591 5.056 -2.919 0.8 -0.3 -0.7
H -2.019 7.063 -3.401 0.0 0.0 0.2
H -0.522 6.221 -3.739 0.2 0.1 0.2
H -1.053 6.339 -2.049 0.0 0.4 0.0
H -2.067 4.721 -4.321 -0.2 -0.5 0.0
H -2.227 2.911 -2.600 0.1 -0.4 0.3
H -1.424 4.017 -1.411 0.0 -0.1 0.1
H 0.035 1.511 -2.273 -0.2 -0.1 -0.1
H 1.072 2.713 -1.535 -0.3 0.5 0.4
H 1.411 2.185 -3.119 -0.3 0.3 -0.5
H -3.998 4.134 -2.985 -0.2 -0.2 -0.2
H -3.833 5.352 -1.984 0.6 0.3 0.3
C -0.770 -1.244 -8.363 1.0 -0.4 1.9
C -1.501 0.033 -8.168 -1.3 0.4 -1.0
C -1.363 0.701 -6.794 -0.5 -0.4 -0.8
O -1.985 -0.073 -5.793 1.1 -0.7 0.2
C -1.234 -1.195 -5.267 -1.1 0.7 0.7
N -1.146 0.967 -9.216 0.2 0.9 -0.6
H 0.158 -1.033 -7.831 1.0 -0.7 -0.7
H -0.704 -1.527 -9.414 0.2 0.0 0.2
H -1.248 -2.012 -7.754 0.0 -0.3 -0.5
H -2.509 -0.337 -8.357 -0.8 1.1 0.3
H -1.807 1.693 -6.714 -0.5 -0.1 -0.5
H -0.305 0.933 -6.672 0.5 -0.5 0.6
H -0.164 -1.003 -5.189 0.0 0.2 0.0
H -1.407 -2.162 -5.739 0.0 0.2 -0.6
H -1.693 -1.307 -4.284 0.5 -0.1 0.3
H -0.340 1.538 -9.002 0.1 0.3 0.6
H -0.806 0.487 -10.036 -0.4 -0.3 -0.2
C 1.348 1.015 1.510 -0.4 1.6 0.6
C 0.188 0.018 1.575 2.5 -0.2 -1.0
C -0.265 -0.307 0.158 -1.5 -0.5 -1.6
O 0.598 -1.014 -0.791 0.6 3.9 2.7
C 0.238 -2.242 -1.163 0.3 -2.6 -0.9
N 0.783 -1.104 2.290 -1.3 -1.2 -0.1
H 2.224 0.772 0.908 -0.4 -0.5 -0.4
H 1.778 1.083 2.510 0.0 0.3 0.1
H 1.006 2.017 1.253 0.1 0.2 -0.3
H -0.684 0.422 2.090 0.1 0.0 0.1
H -0.570 0.608 -0.350 0.7 0.6 0.1
H -1.256 -0.757 0.111 0.0 -0.9 0.6
H 1.145 -2.628 -1.628 -0.1 -0.4 -0.5
H -0.563 -2.249 -1.902 -0.4 -0.2 0.0
H 0.047 -2.949 -0.355 -0.5 0.1 0.3
H 1.320 -0.752 3.070 0.1 -0.2 -0.1
H 1.469 -1.496 1.661 0.1 -0.2 0.0
```
Forces are in eV/Å.

Output
- ΔE to the lowest compared entry with this formula, charge and spin (eV) = 7.123
- frontier orbital gap (eV) = 9.43

Mulliken population analysis, charges in e, atoms 1 to 6: -1.613, 0.801, -1.122, -0.345, -1.009, -0.222